Entry 1:
DFT (the ωB97M-V functional and the def2-TZVPD basis) results for a molecular structure, C25H42Cl3N4O3PdSi in a non-equilibrium geometry.

ΔE to the lowest compared entry with this formula, charge and spin in kcal per mole: 15.9
HOMO level (spin up / spin down) in eV: -3.288 / -3.101
LUMO energy (spin up / spin down) in eV: 2.472 / 1.972
Electronic energy in a.u.: -3220.50956
Expectation value of S²: 2.026
Largest force on an atom in eV Å⁻¹: 3.79

The geometry in ORCA input format:
```
! wB97M-V def2-TZVPD RIJCOSX def2/J DEFGRID3
* xyz -1 3
Pd 0.066 1.153 0.709
Cl -0.064 0.950 -1.617
Cl 1.158 3.895 -0.736
Cl -2.333 1.117 0.617
Si -0.022 3.025 -2.357
O -0.003 -1.661 -2.109
O 2.232 0.462 0.219
O 0.392 2.536 2.335
N -0.262 -2.081 6.087
N 2.956 -1.079 -1.353
N -0.062 -0.016 2.531
N -0.179 4.719 2.315
C -1.924 -3.302 2.199
C -1.951 -2.074 -3.580
C 0.272 -3.376 0.474
C 1.545 3.392 -3.455
C -1.299 -0.618 4.493
C -0.828 -4.859 -3.702
C -1.579 3.903 -1.604
C 2.908 -0.199 -2.514
C -0.824 -2.554 0.158
C 2.626 -0.691 -0.117
C 0.912 -0.871 2.853
C 0.244 -4.192 1.608
C -0.415 3.473 1.998
C -0.220 -1.437 4.893
C -0.853 -4.103 -2.443
C 0.891 -1.613 4.036
C -1.915 -2.533 1.065
C -1.117 5.840 2.122
C -0.985 2.968 -4.054
C -0.837 -4.137 2.502
C 1.100 4.974 2.985
C -1.166 0.058 3.285
C -1.048 -1.906 -1.176
C -1.235 -2.759 -2.422
C 3.309 -2.472 -1.616
H -1.332 4.940 -1.342
H -0.835 -4.744 3.411
H -1.826 -1.145 -1.126
H 2.471 2.980 -3.029
H 0.543 -2.570 6.425
H 1.104 -3.446 -0.235
H 4.020 -2.493 -2.434
H -0.041 -5.638 -3.661
H -1.922 5.538 1.436
H 1.609 4.008 2.929
H -1.643 -1.037 -3.458
H -1.064 4.015 -4.352
H 3.052 0.845 -2.200
H -1.976 0.651 2.857
H -3.043 -2.130 -3.586
H 1.707 -0.995 2.127
H 1.709 -2.293 4.272
H 1.089 -4.881 1.808
H 1.449 3.045 -4.497
H 2.432 -3.070 -1.886
H -1.999 2.544 -3.969
H 3.708 -0.528 -3.179
H 3.764 -2.894 -0.707
H -2.760 -1.912 0.817
H -1.952 3.378 -0.710
H 1.676 5.744 2.464
H -1.301 3.212 1.402
H -1.016 -1.869 6.736
H -0.618 6.730 1.698
H 1.653 4.501 -3.467
H 2.790 -1.516 0.614
H 1.946 -0.304 -3.032
H -0.441 2.420 -4.848
H 0.949 5.269 4.029
H -1.583 6.169 3.070
H -2.411 3.937 -2.319
H -0.446 -4.566 -1.568
H -1.783 -5.358 -3.948
H -2.802 -3.300 2.856
H -1.569 -2.418 -4.541
H -2.240 -0.542 5.068
H -0.559 -4.206 -4.553
*
```

---

Entry 2:
DFT (the ωB97M-V functional and the def2-TZVPD basis) results for a molecular structure, C25H43AgN2O12 in a non-equilibrium geometry.

HOMO level (spin up / spin down) in eV: -6.430 / -8.058
LUMO energy (spin up / spin down) in eV: -0.057 / -4.273
Electronic energy in a.u.: -2137.37914
Expectation value of S²: 2.007
Largest force on an atom in eV Å⁻¹: 6.93

The geometry in ORCA input format:
```
! wB97M-V def2-TZVPD RIJCOSX def2/J DEFGRID3
* xyz 0 3
Ag 0.776 -4.194 -3.180
O 1.474 3.374 -4.481
O 4.477 0.984 0.764
O 4.069 0.500 -1.358
O 0.677 -2.624 -1.407
O 2.137 -5.158 -1.781
O -0.500 -2.030 -3.030
O 0.054 2.639 3.189
O 4.364 -5.308 -1.918
O -0.068 -0.627 -1.392
O -6.510 -1.855 -0.262
O 0.703 4.634 -2.861
O -5.478 -3.041 -1.915
N -0.007 -1.725 -1.925
N -1.193 2.714 2.544
C -1.288 3.700 1.483
C 3.886 0.866 2.057
C -5.505 -2.253 -0.780
C 3.212 -5.175 -1.180
C -2.728 3.666 0.918
C 2.785 -0.229 1.915
C 5.496 -5.324 -1.006
C -0.974 5.150 1.969
C -3.539 1.760 2.304
C 0.639 2.226 -2.721
C -2.111 1.094 4.172
C -3.374 -3.147 -0.933
C 1.816 2.016 -4.770
C 2.421 -0.033 0.465
C -1.384 0.268 1.835
C 0.887 3.539 -3.404
C -4.184 -3.390 -2.214
C 3.740 0.441 -0.127
C 4.966 -4.870 0.281
C 0.974 1.211 -3.806
C -0.367 3.360 0.345
C -3.600 2.387 0.979
C 3.472 -5.121 0.274
C -2.015 1.470 2.663
C -4.110 -1.990 -0.247
H 5.913 -6.325 -0.900
H -3.988 0.768 2.245
H -4.231 -1.998 0.836
H -1.652 5.530 2.733
H -1.034 5.895 1.176
H 6.303 -4.673 -1.341
H -3.756 -1.020 -0.598
H 1.528 0.376 -3.376
H -4.087 -2.762 -3.100
H 5.375 -5.442 1.113
H 0.692 3.240 0.576
H -0.200 3.077 4.005
H 4.624 0.599 2.813
H 3.163 -1.190 2.264
H -2.311 -3.016 -1.135
H -4.645 2.559 0.721
H 2.762 -4.411 0.699
H 1.212 2.085 -1.805
H -3.380 -4.060 -0.336
H -1.420 0.608 0.800
H -2.015 -0.617 1.920
H 1.679 0.743 0.276
H -0.774 2.396 0.041
H -0.381 2.249 -2.337
H 1.970 -0.005 2.603
H 2.862 1.906 -4.484
H -0.404 4.130 -0.425
H 5.176 -3.808 0.410
H -2.689 3.841 -0.157
H -1.155 0.621 4.398
H 0.104 0.694 -4.210
H 0.025 5.167 2.402
H 3.271 -6.105 0.696
H 3.494 1.764 2.536
H -2.800 0.261 4.321
H -0.328 0.061 2.009
H 1.633 1.800 -5.822
H -3.932 -4.385 -2.582
H -3.894 2.400 3.112
H -2.308 1.876 4.904
H -3.233 1.691 0.225
H 2.028 -0.959 0.048
H -3.285 4.535 1.268
*
```

---

Entry 3:
DFT (the ωB97M-V functional and the def2-TZVPD basis) results for a molecular structure, C25H43AuN2S2SbSe in a non-equilibrium geometry.

ΔE to the lowest compared entry with this formula, charge and spin in kcal per mole: 15.1
HOMO level in eV: -9.939
LUMO energy in eV: -5.025
Electronic energy in a.u.: -4661.45603
Largest force on an atom in eV Å⁻¹: 1.05

The geometry in ORCA input format:
```
! wB97M-V def2-TZVPD RIJCOSX def2/J DEFGRID3
* xyz 1 1
Au -0.426 0.252 -0.353
Sb -2.424 1.693 0.434
Se 1.616 1.638 1.248
S 0.884 -0.863 -2.013
S -0.317 -2.022 0.772
N 4.329 1.001 1.908
N 4.204 2.511 0.344
C 0.474 -2.448 -1.796
C 5.564 2.304 0.588
C 3.465 1.707 1.146
C 4.028 1.601 4.841
C -2.429 2.768 2.266
C 3.270 0.482 4.125
C 5.646 1.342 1.575
C 0.714 -3.376 -2.959
C 6.872 0.902 2.054
C 3.693 3.458 -0.652
C -0.050 -2.973 -0.542
C -4.150 0.462 0.592
C 5.308 1.138 5.536
C 7.922 2.451 0.506
C -5.430 1.233 0.915
C 3.832 4.907 -0.201
C -0.300 -4.458 -0.383
C 3.077 5.228 1.084
C 6.696 2.880 0.026
C -3.076 3.171 -0.943
C 3.246 6.689 1.494
C -3.357 2.576 -2.326
C 8.007 1.476 1.507
C 3.952 -0.048 2.865
C -1.319 3.824 2.348
H 4.300 6.932 1.654
H -1.372 4.349 3.304
H -3.698 3.351 -3.015
H -5.358 1.762 1.868
H -3.419 3.223 2.323
H 6.951 0.140 2.818
H 0.329 -4.853 0.414
H 4.258 2.399 4.127
H 6.625 3.627 -0.755
H -3.920 -0.284 1.356
H -1.418 4.573 1.559
H -1.336 -4.631 -0.088
H -5.670 1.965 0.141
H -0.180 -3.979 -3.139
H 5.768 1.952 6.101
H 4.872 -0.570 3.121
H -0.326 3.382 2.267
H 3.359 2.040 5.583
H -2.347 2.031 3.065
H 2.863 7.362 0.722
H 3.301 -0.751 2.349
H 3.434 4.580 1.891
H -3.969 3.619 -0.504
H -2.462 2.121 -2.755
H 3.457 5.536 -1.014
H 2.711 6.906 2.421
H 2.017 4.995 0.947
H 3.152 -0.372 4.801
H -6.278 0.548 0.988
H 4.243 3.284 -1.577
H -0.095 -5.026 -1.288
H 5.097 0.325 6.238
H 8.830 2.878 0.102
H 0.942 -2.819 -3.861
H 4.890 5.155 -0.069
H 6.056 0.780 4.825
H 2.651 3.205 -0.820
H 1.539 -4.066 -2.755
H 2.272 0.823 3.861
H -4.135 1.809 -2.287
H 8.981 1.164 1.862
H -4.226 -0.070 -0.358
H -2.303 3.938 -0.985
*
```